Record 1
Molecular formula: C21H42Br2N3OS
Method: DFT, ωB97M-V/def2-TZVPD

Structure (XYZ):
```
70
Properties=species:S:1:pos:R:3:forces:R:3
C 2.0084 0.5681 3.5426 0.0 0.0 0.0
C 3.0920 -0.1418 2.7198 0.1 0.1 0.0
S 3.1674 -1.9324 3.0343 -0.1 -0.1 -0.1
C 2.9410 -2.6109 1.3719 0.0 0.0 0.1
C 1.5872 -2.2722 0.7164 0.0 0.0 0.1
C 1.7525 -1.7366 -0.7074 0.1 0.0 0.0
C 0.4367 -1.3169 -1.4054 -0.1 0.0 -0.1
C 0.4744 0.1863 -1.7257 0.1 0.0 -0.1
C -0.6683 0.7607 -2.5601 0.0 0.0 -0.1
C -0.2943 2.0905 -3.2181 0.1 0.0 -0.1
C -1.5048 2.8615 -3.7726 -0.1 -0.1 0.0
C -1.6399 4.3342 -3.3540 0.0 0.1 -0.1
C -1.3668 4.6673 -1.8917 0.0 0.0 0.1
C -2.2944 3.9244 -0.9327 0.1 0.0 0.0
C -2.2164 4.4171 0.5254 0.0 0.0 0.0
O -1.0205 5.1308 0.7891 0.0 0.0 0.1
C -0.1134 4.4624 1.6292 0.0 -0.1 -0.1
C -0.7955 -1.6548 -0.5647 0.0 0.1 0.0
N -2.0662 -1.6986 -1.2323 0.1 0.3 -0.2
N -0.6651 -3.0531 0.0325 0.1 -0.1 -0.1
C 0.6237 -3.4726 0.7602 -0.2 0.0 -0.2
C 1.1163 -4.6501 -0.1054 0.0 0.2 -0.1
N 0.0366 -5.6169 -0.2899 -0.2 0.1 0.1
C 0.2831 -3.8568 2.2071 0.3 -0.1 -0.4
Br 1.2258 -5.3397 2.8931 0.1 -0.2 -0.1
C -0.5174 -3.1667 3.0109 -0.4 0.3 0.2
C -1.2810 -1.9086 2.6668 0.0 0.0 0.0
Br -0.7841 -3.6932 4.7915 -0.1 0.0 0.2
H 1.6098 -0.0882 4.3175 0.1 0.0 0.0
H 2.4039 1.4579 4.0323 0.0 0.0 0.0
H 1.1681 0.8833 2.9191 0.0 0.0 0.0
H 2.9351 0.0095 1.6506 0.0 0.0 0.0
H 4.0802 0.2595 2.9398 0.0 0.0 0.0
H 3.0481 -3.6827 1.5444 0.1 0.0 -0.2
H 3.7613 -2.3074 0.7193 0.0 0.0 0.1
H 1.1297 -1.4862 1.3233 0.0 0.0 0.0
H 2.2868 -2.4761 -1.3070 0.0 0.1 0.0
H 2.4128 -0.8670 -0.6629 0.0 0.0 0.1
H 0.3485 -1.8512 -2.3618 -0.1 -0.1 0.1
H 1.4102 0.3600 -2.2675 0.0 0.0 0.0
H 0.5594 0.7431 -0.7825 0.0 0.0 0.0
H -1.5623 0.9123 -1.9472 0.0 0.0 0.0
H -0.9392 0.0469 -3.3483 -0.1 0.0 0.0
H 0.2710 2.6986 -2.5052 -0.1 0.0 0.0
H 0.3979 1.8712 -4.0363 0.1 0.1 0.1
H -2.4235 2.3268 -3.5057 0.1 0.0 0.1
H -1.4651 2.8387 -4.8637 -0.1 0.0 0.0
H -2.6654 4.6439 -3.5816 0.1 0.0 -0.1
H -0.9952 4.9513 -3.9857 0.1 0.0 0.1
H -1.4813 5.7448 -1.7542 0.0 0.0 0.0
H -0.3282 4.4570 -1.6239 0.0 0.1 0.0
H -2.0670 2.8520 -0.9697 0.0 0.1 0.0
H -3.3236 4.0416 -1.2874 0.0 -0.1 0.1
H -3.0543 5.0847 0.7434 0.1 0.0 -0.1
H -2.2970 3.5678 1.2140 -0.1 0.0 0.0
H 0.1751 3.4869 1.2092 0.0 0.0 0.0
H 0.7789 5.0815 1.7088 0.0 0.0 0.0
H -0.5218 4.3003 2.6346 0.0 0.0 -0.1
H -0.8488 -0.9649 0.2775 0.0 -0.1 -0.1
H -1.9706 -1.7341 -2.2414 0.0 -0.1 0.1
H -2.6477 -0.8985 -1.0205 0.0 -0.1 0.1
H -1.4874 -3.2049 0.6177 0.1 0.0 0.0
H -0.7935 -3.7269 -0.7367 -0.1 -0.1 0.1
H 1.3305 -4.2194 -1.0885 0.1 -0.1 0.0
H 2.0524 -5.0593 0.2717 -0.1 0.0 0.2
H 0.3803 -6.5011 -0.6436 0.0 0.1 -0.2
H -0.4328 -5.8238 0.5860 0.2 -0.1 0.1
H -1.7299 -1.4924 3.5631 0.0 0.0 0.0
H -0.6181 -1.1450 2.2570 -0.1 0.0 0.0
H -2.1068 -2.0872 1.9713 0.0 0.1 0.1
```
Forces are in eV/Å.

As for the total charge: +1. The calculation puts the total energy at -179889.72238 eV. The LUMO energy is -2.31 eV.


Record 2
Molecular formula: C4H11NOS
Method: DFT, ωB97M-V/def2-TZVPD

Structure (XYZ):
```
18
Properties=species:S:1:pos:R:3:forces:R:3
C -1.8089 -0.8763 0.0824 3.5 -0.6 -1.4
C -2.6856 -0.4760 -0.9738 -1.8 2.9 -0.4
C 0.9656 0.9655 1.1933 1.1 -1.6 -2.0
C 2.2042 0.2056 -0.7402 0.1 -3.5 -2.7
N 0.8793 0.4676 -0.2076 -0.5 2.4 -0.4
O 0.0448 -1.5270 -1.5500 0.9 0.2 -0.7
S -0.1901 -0.8578 -0.3032 -0.2 -1.4 3.7
H -2.0297 -0.5814 1.0095 -0.5 0.9 3.9
H -2.2639 -0.8350 -1.8427 0.2 -0.8 -2.4
H -2.8393 0.6482 -1.0919 0.4 -1.0 0.1
H -3.6896 -0.8178 -0.8240 -0.5 -0.7 0.0
H 1.0471 0.0824 1.8113 0.6 -0.4 0.8
H 1.8496 1.5808 1.2512 0.0 0.3 0.3
H 0.0891 1.4197 1.4955 -1.7 1.4 0.4
H 2.3393 -0.8360 -0.3127 1.4 0.8 -0.4
H 2.2791 0.0218 -1.9240 -0.9 0.5 2.6
H 3.0422 0.8810 -0.5728 -0.6 0.2 0.9
H 0.5365 -1.4557 1.0376 -1.5 0.5 -2.3
```
Forces are in eV/Å.

As for the energy relative to the best compared isomer or geometry (same formula, charge and spin): 141.8 kcal per mole. As for the structure (SMILES): CC=[S@@H](=O)N(C)C. The calculation puts the total energy at -18693.76944 eV. The LUMO energy is 0.62 eV.


Record 3
Molecular formula: C4H7NO3
Method: DFT, ωB97M-V/def2-TZVPD

Structure (XYZ):
```
15
Properties=species:S:1:pos:R:3:forces:R:3
O -2.7619 0.0272 -0.6096 8.1 -0.3 1.5
C -1.4673 -0.0051 -0.2829 -5.0 0.5 -0.4
N -0.9713 0.7387 0.9385 0.0 -1.2 -3.5
C 0.3645 0.1361 1.3129 0.7 1.0 0.1
O 1.4707 1.0806 1.0933 -1.4 0.7 -0.3
C 0.7431 -1.1094 0.3175 -1.0 1.1 -1.0
C -0.1576 -0.6889 -0.9960 -0.2 -1.5 0.0
O 0.4786 0.3011 -1.8819 -1.8 0.5 0.8
H -0.9613 1.7285 0.5493 0.2 -1.3 1.3
H 0.2547 -0.0319 2.4659 0.7 -0.1 -2.3
H 1.2408 1.7660 0.3892 0.2 -1.7 1.3
H 0.4031 -2.2030 0.6504 0.9 2.5 -0.6
H 1.8827 -0.9531 0.0422 -2.4 -0.8 0.8
H -0.2786 -1.6443 -1.6626 -0.5 1.8 1.5
H -0.2402 0.8576 -2.3261 1.3 -1.4 0.9
```
Forces are in eV/Å.

As for the energy relative to the best compared isomer or geometry (same formula, charge and spin): 95.6 kcal per mole. As for the structure (SMILES): O=C1N[C@H](O)C[C@@H]1O. The calculation puts the total energy at -11891.13061 eV. The LUMO energy is 0.30 eV.


Record 4
Molecular formula: C5H3NO3
Method: DFT, ωB97M-V/def2-TZVPD

Structure (XYZ):
```
12
Properties=species:S:1:pos:R:3:forces:R:3
C -1.4817 -0.9759 -0.0308 0.7 0.1 0.0
C -0.4659 0.0511 -0.0674 -1.2 2.6 0.2
C -0.9036 1.4267 -0.0019 -0.4 0.8 0.2
C 0.8851 0.1285 -0.0622 -0.9 3.0 0.8
C 1.8461 -0.9042 0.0074 1.7 -0.8 -0.5
H -0.9852 -1.9217 -0.0954 -0.6 -1.7 -0.1
H -1.9669 1.8187 0.1479 1.9 -0.7 -0.6
H 1.3063 -1.8790 -0.0807 0.9 -0.2 0.2
N 0.1233 2.2379 -0.0175 -0.7 -0.3 0.8
O -2.6534 -0.7359 0.0873 0.0 -0.4 -0.1
O 1.2523 1.4665 0.0502 -0.3 -1.7 -1.1
O 3.0436 -0.7128 0.0632 -1.0 -0.7 0.1
```
Forces are in eV/Å.

As for the energy relative to the best compared isomer or geometry (same formula, charge and spin): 43.7 kcal per mole. As for the structure (SMILES): O=Cc1cnoc1C=O. The calculation puts the total energy at -12863.04934 eV. The LUMO energy is -1.50 eV.


Record 5
Molecular formula: C3H7INO
Method: DFT, ωB97M-V/def2-TZVPD

Structure (XYZ):
```
13
Properties=species:S:1:pos:R:3:forces:R:3
I -1.5984 2.9525 3.6983 0.1 -0.1 -0.1
C 1.3992 -0.6184 1.1187 -0.7 -0.9 -1.2
C 0.5205 -0.8863 -0.2199 2.4 -1.5 -1.5
O 0.7875 -1.8405 -1.0228 -1.0 2.3 2.4
N -0.3550 0.0940 -0.5120 0.5 -0.3 0.7
C -1.1971 0.2645 -1.6976 0.8 0.0 0.7
H 2.2446 -1.3058 1.1489 -0.2 -0.3 -0.4
H 0.8208 -0.8115 2.0221 -0.2 0.3 -0.1
H 1.8653 0.3653 1.1746 -0.6 0.2 -0.2
H -0.3844 0.8102 0.1995 -0.4 0.2 -0.1
H -1.0514 1.3142 -1.9524 -0.7 0.0 -0.2
H -2.2089 -0.0203 -1.4093 -0.1 0.3 -0.5
H -0.8427 -0.3179 -2.5481 0.1 -0.2 0.4
```
Forces are in eV/Å.

As for the total charge: -1. As for the energy relative to the best compared isomer or geometry (same formula, charge and spin): 19.2 kcal per mole. The calculation puts the total energy at -14865.46102 eV. The LUMO energy is 3.19 eV.


Record 6
Molecular formula: C3H9OS
Method: DFT, ωB97M-V/def2-TZVPD

Structure (XYZ):
```
14
Properties=species:S:1:pos:R:3:forces:R:3
C 1.8164 0.3748 1.1228 0.4 -1.0 1.0
O 0.7257 1.2024 0.9581 -0.1 0.8 -0.6
H 1.6869 -0.2380 2.0320 0.3 0.2 0.2
H 2.1022 -0.4163 0.3973 -0.7 0.6 -0.6
H 2.7199 0.9898 1.2278 -0.2 0.0 0.1
C -0.6326 -0.2627 -1.9873 -0.8 1.0 -0.6
S -1.8982 -1.0269 -0.9231 0.0 -0.7 -0.1
C -1.6959 -0.3851 0.6545 0.6 0.6 0.0
H -0.7913 -0.6478 -2.9965 0.1 -0.4 -0.1
H 0.4028 -0.4195 -1.6986 0.0 -0.1 0.3
H -0.8615 0.8093 -2.0786 0.4 0.0 0.3
H -0.8799 -0.8057 1.2203 -0.3 -0.7 0.6
H -0.1732 0.7511 0.8934 0.2 -0.3 -0.4
H -2.5215 0.0745 1.1777 -0.1 0.1 -0.1
```
Forces are in eV/Å.

As for the total charge: -1. As for the energy relative to the best compared isomer or geometry (same formula, charge and spin): 66.9 kcal per mole. The calculation puts the total energy at -16138.15398 eV. The LUMO energy is 3.97 eV.